# 1
A cluster of 2 separate species, C5H14N4 in total. Source: OMol25; level of theory: the ωB97M-V functional and the def2-TZVPD basis.

XYZ file:
```
23
Properties=species:S:1:pos:R:3:forces:R:3
N 1.386531 0.314585 -0.094516 -0.1 -0.2 0.1
N 0.227172 -1.480366 1.223348 0.0 0.2 -0.3
N -0.921557 0.635956 -0.469069 -0.1 -0.2 0.2
N -1.691534 0.926744 0.764460 0.1 -0.2 -0.3
C 1.858698 0.939273 1.156032 -0.1 -0.1 -0.1
C -2.986189 -0.813507 -0.634959 0.0 0.1 0.0
C -2.335736 0.543322 -0.487083 0.1 0.0 0.1
C 0.477697 -0.908195 0.110626 0.2 0.3 0.2
C 2.466994 0.052444 -1.064885 -0.1 0.0 0.1
H 0.994433 1.233532 1.747399 0.0 0.0 0.0
H -2.888029 1.356543 -0.964398 0.0 0.0 0.0
H 0.400908 -1.455040 -0.821139 0.0 0.0 0.0
H 0.435142 -0.921713 2.046063 0.1 0.0 0.0
H -3.056879 -1.083137 -1.692846 0.0 0.0 0.1
H 2.993519 0.981859 -1.281283 0.0 0.0 0.0
H 3.164682 -0.682331 -0.660797 0.0 0.0 0.0
H 2.484777 0.244178 1.716333 0.0 0.0 0.0
H 2.431381 1.830881 0.905921 0.0 0.0 0.0
H -1.623384 0.071097 1.342490 0.0 0.0 -0.1
H -2.398388 -1.576518 -0.121504 0.0 0.0 0.0
H 2.031569 -0.329511 -1.986569 0.0 0.0 0.0
H 0.547684 0.930577 -0.510854 0.0 -0.1 0.0
H -3.999490 -0.810676 -0.222770 0.1 0.0 0.0
```
Positions in Å, forces in eV/Å.

Highest occupied orbital energy = -7.0 eV
LUMO = 0.600 eV
DFT total energy = -417.76137 Eh
Relative energy (zero: lowest compared OMol25 entry of this formula, charge and spin) = 438.8 kJ/mol

Calculated atomic charges, method Löwdin, unit e: N -0.23; N 0.07; N -0.12; N -0.01; C -0.03; C -0.07; C -0.46; C -0.30; C -0.03; H 0.09; H 0.11; H 0.11; H 0.03; H 0.07; H 0.09; H 0.10; H 0.10; H 0.10; H 0.05; H 0.06; H 0.09; H 0.10; H 0.07



# 2
A structure of composition C5H14N4O in a non-equilibrium geometry. Source: OMol25; level of theory: the ωB97M-V functional and the def2-TZVPD basis.

XYZ file:
```
24
Properties=species:S:1:pos:R:3:forces:R:3
O -1.744548 0.531404 -1.590703 0.2 -1.6 -0.2
N -1.424413 -1.596921 0.620627 0.1 0.3 0.1
N 0.847057 -0.800519 1.798618 0.0 -0.2 0.0
N -0.655943 -0.591619 -0.050195 -0.3 0.2 0.4
N 3.010747 -0.061977 0.245585 0.0 0.0 0.1
C 0.705741 -0.572169 0.420710 0.2 0.4 -0.1
C 1.590595 0.290966 -1.790745 0.0 -0.2 0.0
C 1.713346 -0.158409 -0.364529 -0.2 -0.1 0.1
C -1.368616 0.822092 -0.312556 0.7 -0.8 0.6
C -2.484949 1.148805 0.658504 0.1 -0.1 -0.1
H -1.165938 -0.543675 -1.319319 -0.5 2.0 -1.0
H 1.837336 1.353768 -1.883499 -0.1 0.0 0.0
H -2.176638 -1.853276 -0.011548 0.0 0.0 0.2
H 0.599931 0.131546 -2.209955 0.0 0.1 0.0
H -1.840419 -1.205084 1.462940 0.0 0.0 -0.1
H 3.750960 -0.275264 -0.413650 -0.1 0.1 0.0
H 1.828529 -0.886266 2.037175 0.0 0.1 -0.1
H 0.348505 -1.633511 2.088412 0.0 0.0 0.0
H -2.116278 1.199433 1.685540 0.0 0.1 0.0
H -3.294644 0.421534 0.588204 0.0 0.0 0.0
H -2.902197 2.117315 0.381553 0.1 0.0 0.0
H 2.305063 -0.256215 -2.413847 0.0 0.0 0.0
H -0.546006 1.549352 -0.240306 -0.1 0.0 0.1
H 3.182782 0.868690 0.612982 0.0 0.0 0.0
```
Positions in Å, forces in eV/Å.

Highest occupied orbital energy = -8.0 eV
LUMO = 0.899 eV
DFT total energy = -493.07528 Eh
Relative energy (zero: lowest compared OMol25 entry of this formula, charge and spin) = 321.0 kJ/mol

Calculated atomic charges, method Löwdin, unit e: O -0.15; N 0.07; N 0.10; N -0.14; N 0.05; C -0.31; C -0.04; C -0.33; C -0.45; C -0.05; H 0.18; H 0.08; H 0.09; H 0.06; H 0.08; H 0.08; H 0.07; H 0.07; H 0.08; H 0.07; H 0.08; H 0.08; H 0.14; H 0.09



# 3
A cluster of 2 separate species, C5H14N4O in total in a non-equilibrium geometry. Source: OMol25; level of theory: the ωB97M-V functional and the def2-TZVPD basis.

XYZ file:
```
24
Properties=species:S:1:pos:R:3:forces:R:3
O 2.056936 0.236936 0.308394 -1.0 -2.4 0.3
N -0.923598 -0.209165 -0.381040 -0.3 0.2 0.2
N 1.662046 -0.913057 -0.520027 1.7 -0.3 0.3
N -0.675533 1.880266 0.511717 0.1 0.4 0.1
N 1.585768 -1.955950 0.138449 1.3 2.1 0.5
C -1.159739 0.401513 -1.675030 0.2 0.0 0.0
C -0.746217 0.622251 0.714625 -0.2 -0.1 -0.3
C -1.506242 -1.524145 -0.214189 0.2 0.1 0.1
C -0.632455 -0.051713 2.057151 0.2 0.1 -0.1
C 2.299967 1.388535 -0.464958 -0.5 0.4 -0.7
H -1.568791 -0.540413 2.325499 0.0 0.0 0.1
H -0.932266 -2.101355 0.509362 -0.1 -0.1 0.0
H 3.178386 1.894814 -0.058522 0.0 -0.2 0.1
H -0.436698 2.400890 1.349589 -0.1 -0.2 0.1
H -0.635313 -0.163404 -2.448540 -0.1 -0.1 0.0
H -0.377989 0.686239 2.814614 -0.1 0.0 0.0
H -0.777325 1.417321 -1.657090 -0.1 0.0 0.0
H 0.160566 -0.797613 2.047531 0.0 -0.1 -0.1
H -1.471440 -2.038706 -1.173725 0.0 0.0 0.0
H -2.227825 0.429521 -1.902884 -0.1 0.1 -0.1
H 1.425732 2.050979 -0.411429 0.3 -0.1 -0.1
H 2.486995 1.115395 -1.508636 0.0 0.0 0.1
H 1.764920 -2.754094 -0.476726 -1.1 0.3 -0.5
H -2.549885 -1.475043 0.115868 0.0 -0.1 0.0
```
Positions in Å, forces in eV/Å.

Highest occupied orbital energy = -8.4 eV
SMILES string = [H]/N=C(\C)N(C)C.[H]/N=N/OC
LUMO = 0.738 eV
DFT total energy = -493.05594 Eh
Relative energy (zero: lowest compared OMol25 entry of this formula, charge and spin) = 371.8 kJ/mol

Calculated atomic charges, method Löwdin, unit e: O -0.19; N -0.21; N -0.01; N 0.10; N 0.07; C -0.08; C -0.48; C -0.09; C -0.02; C -0.12; H 0.08; H 0.06; H 0.08; H 0.05; H 0.08; H 0.08; H 0.06; H 0.06; H 0.09; H 0.09; H 0.05; H 0.08; H 0.08; H 0.09